[1]
{"formula": "C25H31FeN7O4PS2", "method": "ωB97M-V with the def2-TZVPD basis set", "elements": ["Fe", "N", "C", "S", "N", "N", "C", "C", "C", "C", "C", "C", "C", "O", "H", "H", "H", "H", "H", "H", "H", "O", "O", "C", "N", "C", "N", "C", "N", "C", "P", "C", "C", "H", "H", "H", "H", "H", "H", "H", "H", "H", "H", "H", "H", "S", "C", "N", "C", "C", "C", "C", "C", "C", "C", "O", "C", "C", "C", "H", "H", "H", "H", "H", "H", "H", "H", "H", "H", "H", "H"], "xyz": [[-0.433, -0.210, 0.815], [-3.747, -0.055, 3.457], [-2.743, -0.465, 2.611], [-1.112, -0.225, 3.156], [-3.089, -1.042, 1.507], [-2.016, -1.370, 0.701], [-2.059, -2.580, 0.246], [-0.938, -3.301, -0.268], [-1.130, -4.521, -0.937], [-0.072, -5.333, -1.273], [1.225, -4.952, -0.910], [1.452, -3.763, -0.259], [0.392, -2.880, 0.057], [0.627, -1.769, 0.650], [-3.440, 0.140, 4.392], [-4.643, -0.501, 3.348], [-3.003, -3.109, 0.378], [-2.144, -4.819, -1.190], [-0.242, -6.262, -1.803], [2.063, -5.596, -1.152], [2.454, -3.456, 0.016], [-1.470, 1.334, 0.888], [-1.180, 1.628, -0.501], [-4.716, -0.195, -2.873], [-3.510, -0.667, -3.535], [-3.059, 0.346, -4.477], [-2.831, 1.645, -3.860], [-4.033, 2.051, -3.138], [-4.519, 1.065, -2.181], [-3.635, 0.909, -1.023], [-1.848, 0.458, -1.515], [-2.482, -1.051, -2.579], [-1.668, 1.599, -2.980], [-5.050, -0.948, -2.156], [-5.491, -0.056, -3.634], [-3.825, 0.461, -5.250], [-2.131, 0.009, -4.942], [-4.823, 2.221, -3.878], [-3.833, 2.986, -2.613], [-4.040, 0.138, -0.369], [-3.606, 1.840, -0.457], [-2.903, -1.807, -1.921], [-1.647, -1.496, -3.123], [-0.798, 1.288, -3.565], [-1.470, 2.597, -2.588], [1.401, -1.720, -3.342], [0.495, -0.915, -2.330], [-0.148, -0.287, -1.553], [7.245, 2.437, 3.001], [5.795, 2.145, 2.730], [5.405, 1.329, 1.679], [4.070, 1.064, 1.406], [3.734, 0.158, 0.255], [3.075, 1.664, 2.219], [1.662, 1.493, 1.960], [1.204, 0.761, 1.108], [3.466, 2.474, 3.310], [2.442, 3.085, 4.233], [4.808, 2.695, 3.544], [7.885, 1.957, 2.262], [7.534, 2.081, 3.991], [7.429, 3.513, 2.970], [6.166, 0.885, 1.047], [4.647, -0.200, -0.223], [3.124, 0.673, -0.486], [3.134, -0.691, 0.584], [0.950, 2.063, 2.567], [1.778, 2.324, 4.643], [1.823, 3.815, 3.710], [2.937, 3.594, 5.060], [5.106, 3.314, 4.385]], "atomic_forces_ev_per_a": [[-0.97, -0.92, 1.21], [-0.11, 0.10, 0.00], [0.31, -0.10, 0.03], [0.19, -0.12, -0.11], [-0.93, 0.18, -0.09], [0.46, -0.66, 0.31], [-0.26, 0.45, 0.23], [0.51, -0.22, -0.40], [0.02, 0.14, 0.06], [-0.16, -0.25, -0.17], [0.06, 0.28, 0.12], [0.12, -0.31, -0.10], [-0.54, 0.27, 0.27], [1.31, -0.74, 0.00], [-0.07, -0.04, 0.08], [0.03, -0.03, -0.04], [0.00, -0.04, 0.05], [-0.01, -0.02, 0.03], [0.00, 0.01, 0.02], [0.00, -0.01, -0.02], [-0.01, 0.02, 0.00], [-0.20, 0.68, -0.33], [-0.30, 0.00, -0.54], [-0.02, 0.01, 0.01], [-0.05, -0.07, -0.04], [0.00, 0.00, 0.03], [0.06, 0.10, -0.11], [-0.04, -0.02, 0.02], [-0.07, 0.02, -0.07], [0.29, -0.07, 0.29], [-0.89, 1.74, -1.43], [0.33, 0.08, 0.38], [0.01, -0.19, 0.00], [-0.01, 0.00, -0.01], [0.00, -0.02, 0.02], [0.00, -0.02, 0.03], [-0.02, 0.00, -0.03], [0.01, 0.00, 0.04], [0.00, 0.00, -0.01], [0.01, 0.00, 0.07], [0.06, -0.05, 0.03], [0.04, -0.05, 0.09], [-0.01, 0.00, 0.04], [-0.01, 0.00, 0.01], [0.00, -0.03, 0.04], [0.24, -0.21, -0.36], [-0.04, 0.43, 0.54], [0.06, -0.43, -0.09], [-0.04, -0.03, -0.02], [-0.14, 0.00, 0.00], [0.15, 0.07, 0.11], [-0.47, 0.07, 0.06], [-0.02, -0.02, 0.01], [1.23, 0.16, -0.05], [-1.01, 0.19, 0.10], [1.07, -0.23, -0.34], [-0.32, -0.17, -0.21], [0.05, 0.03, -0.03], [0.21, 0.04, 0.08], [0.02, 0.01, 0.01], [0.02, 0.00, 0.00], [0.03, 0.00, 0.01], [-0.02, -0.02, -0.02], [-0.01, 0.02, 0.03], [-0.02, -0.01, -0.03], [-0.03, -0.01, -0.04], [-0.02, -0.05, 0.16], [-0.02, 0.05, 0.04], [-0.03, 0.00, 0.04], [0.00, -0.01, 0.01], [-0.03, 0.01, 0.00]], "mulliken_charge": [0.424, -0.533, 0.521, -0.614, -1.322, 1.580, -1.031, 1.194, -0.466, -0.772, -0.464, -0.677, 0.183, -0.659, 0.226, 0.248, 0.275, 0.351, 0.374, 0.364, 0.373, -0.619, -0.634, -1.017, 0.175, -0.854, 0.139, -0.829, 0.138, -1.361, 3.477, -1.416, -1.415, 0.414, 0.287, 0.297, 0.416, 0.325, 0.399, 0.378, 0.340, 0.308, 0.571, 0.353, 0.294, -0.407, 0.583, -0.772, -1.524, 0.768, -1.049, 0.690, -1.322, 0.420, -0.393, -0.364, 1.258, -1.862, -0.819, 0.338, 0.330, 0.338, 0.256, 0.358, 0.277, 0.206, 0.479, 0.399, 0.375, 0.354, 0.339], "total_charge": -1, "homo_lumo_gap_ev": [6.04, 6.19], "lumo_energy_ev": [2.21, 2.22], "e_homo_ev": [-3.82, -3.97], "de_lowest_ev": 2.447, "multiplicity": 1}


[2]
{"formula": "C18H27NO2", "method": "ωB97M-V with the def2-TZVPD basis set", "elements": ["C", "C", "C", "C", "C", "C", "C", "H", "O", "C", "C", "C", "C", "O", "N", "H", "C", "C", "C", "C", "C", "C", "H", "H", "H", "H", "H", "H", "H", "H", "H", "H", "H", "H", "H", "H", "H", "H", "H", "C", "H", "H", "H", "H", "H", "H", "H", "H"], "xyz": [[5.520, -2.383, 0.208], [4.747, -1.135, -0.096], [4.772, -0.576, -1.368], [4.088, 0.595, -1.632], [3.344, 1.247, -0.656], [3.288, 0.665, 0.613], [3.997, -0.501, 0.881], [3.954, -0.904, 1.883], [2.607, 1.240, 1.673], [1.194, 1.245, 1.611], [0.580, -0.163, 1.617], [0.404, -0.742, 0.206], [-0.620, 0.075, -0.563], [-0.321, 0.979, -1.320], [-1.897, -0.268, -0.302], [-2.085, -1.010, 0.353], [-3.038, 0.433, -0.851], [-4.002, -0.539, -1.537], [-4.727, -1.432, -0.532], [-5.459, -0.587, 0.507], [-4.482, 0.335, 1.230], [-3.763, 1.240, 0.233], [-4.493, 1.891, -0.252], [-3.040, 1.874, 0.751], [-5.020, 0.949, 1.956], [-3.755, -0.263, 1.785], [-5.962, -1.236, 1.226], [-6.221, 0.016, 0.009], [-5.439, -2.067, -1.062], [-4.014, -2.091, -0.032], [-4.737, 0.044, -2.094], [-3.447, -1.151, -2.252], [-2.619, 1.121, -1.593], [1.353, -0.705, -0.329], [0.078, -1.782, 0.274], [-0.393, -0.118, 2.113], [1.226, -0.821, 2.202], [0.831, 1.796, 0.738], [0.897, 1.783, 2.516], [2.637, 2.527, -0.982], [2.590, 3.172, -0.107], [3.158, 3.051, -1.780], [1.622, 2.316, -1.323], [4.134, 1.026, -2.622], [5.341, -1.055, -2.151], [6.579, -2.148, 0.318], [5.420, -3.105, -0.600], [5.175, -2.839, 1.133]], "atomic_forces_ev_per_a": [[0.05, 0.06, -0.01], [-0.09, 0.01, -0.04], [0.01, -0.03, 0.01], [0.00, -0.07, 0.07], [-0.11, 0.09, 0.24], [0.18, -0.09, -0.06], [-0.10, 0.13, 0.03], [-0.02, -0.04, 0.12], [0.51, 0.01, -0.29], [-0.51, -0.12, 0.22], [0.23, 0.22, -0.13], [0.01, 0.11, 0.01], [0.37, -0.52, 0.19], [0.15, 0.33, -0.24], [-0.57, -0.23, 0.16], [0.19, -0.01, -0.03], [-0.13, 0.37, -0.29], [0.18, -0.10, 0.10], [-0.23, 0.22, -0.16], [0.20, -0.21, 0.18], [-0.23, 0.20, -0.18], [0.17, -0.13, 0.05], [-0.05, 0.08, -0.01], [0.00, 0.08, -0.06], [0.08, -0.04, 0.09], [0.04, -0.03, 0.11], [-0.09, 0.03, -0.02], [-0.09, 0.02, -0.01], [0.07, -0.10, 0.03], [0.02, -0.12, 0.03], [-0.05, 0.02, -0.06], [-0.01, 0.07, -0.07], [-0.09, -0.14, 0.14], [-0.12, -0.05, -0.06], [0.01, -0.02, -0.04], [0.01, -0.03, 0.05], [-0.05, 0.02, 0.08], [0.06, 0.06, 0.07], [-0.03, -0.04, -0.15], [-0.11, 0.00, 0.02], [-0.03, 0.09, 0.02], [0.04, 0.06, -0.02], [-0.04, 0.08, 0.03], [0.00, 0.07, -0.09], [0.06, -0.05, -0.09], [0.08, -0.07, 0.03], [0.02, -0.09, -0.01], [0.01, -0.08, 0.05]], "nbo_charge": [-0.627, -0.006, -0.233, -0.181, -0.088, 0.363, -0.288, 0.213, -0.540, -0.070, -0.423, -0.500, 0.690, -0.646, -0.627, 0.391, -0.062, -0.403, -0.400, -0.399, -0.401, -0.403, 0.204, 0.214, 0.214, 0.185, 0.208, 0.195, 0.214, 0.183, 0.205, 0.216, 0.242, 0.246, 0.211, 0.204, 0.220, 0.190, 0.192, -0.653, 0.218, 0.214, 0.255, 0.208, 0.207, 0.219, 0.216, 0.212], "homo_lumo_gap_ev": 9.09, "smiles": "Cc1ccc(C)c(OCCCC(=O)NC2CCCCC2)c1", "lumo_energy_ev": 0.73, "e_homo_ev": -8.37, "de_lowest_ev": 0.204, "multiplicity": 1}